Entry from the OMol25 dataset: one molecule with the formula C3H7N3S in a non-equilibrium geometry (ωB97M-V/def2-TZVPD).

Results
- HOMO: -8.12 eV
- 2S+1: 1
- HOMO-LUMO gap: 8.5880 eV
- SMILES: CN(N)/C=N\C=S
- LUMO energy: 0.472 eV
- Max |F|: 1.1 eV/A
- Total charge: 0

Each line ends with the Löwdin charge.
Positions of all 14 atoms, in Å:
C -1.851311 -0.305427 -0.575546  -0.038
N -0.581735 -0.011217 0.046257  -0.226
N -0.015310 -0.946568 0.912391  0.065
C 0.107684 1.115508 -0.224857  -0.178
N 1.289384 1.440871 0.178850  0.006
C 2.347983 0.654852 0.359864  -0.736
S 2.790877 -0.702530 -0.490677  0.542
H -1.738699 -1.122741 -1.264402  0.087
H -2.582572 -0.543536 0.192485  0.086
H -2.227510 0.588846 -1.103048  0.096
H 0.645742 -1.535793 0.385330  0.017
H -0.788272 -1.518022 1.293891  0.102
H -0.449959 1.835307 -0.807260  0.128
H 3.053692 1.050444 1.096727  0.048

Cartesian forces, eV/Å:
-0.2611 0.9286 0.1001
0.6941 0.8995 -0.0599
-0.6595 -0.6974 0.1124
-0.0924 -0.6215 0.1601
-0.2376 -0.0894 -0.0714
0.3059 -0.1438 0.1066
-0.1745 0.1936 0.0792
-0.0759 -0.4176 -0.3630
-0.1209 -0.1959 0.0766
0.2823 -0.4430 0.1515
-0.0861 0.1290 0.2006
0.7142 0.4165 -0.2894
-0.1631 0.1089 -0.0927
-0.1254 -0.0675 -0.1110